[1]
Here is a cluster of 2 separate species, C4H9N3O in total at a distorted geometry from OMol25. Energies are from wB97M-V/def2-TZVPD.

Last column: Mulliken charge in e.
Geometry (Å):
C (1.187, -0.320, 0.205)  0.32
C (-0.181, 0.505, 0.112)  0.23
C (-1.228, -0.033, 1.121)  -1.09
C (-1.120, -0.375, -0.244)  0.30
H (2.705, -0.667, -1.489)  0.31
H (1.139, -0.300, -1.947)  0.30
H (0.946, -0.583, 2.059)  0.30
H (0.111, 2.527, 0.214)  0.28
H (0.162, 1.586, -1.441)  0.38
H (-1.885, 0.930, 1.195)  0.25
H (-1.001, -0.522, 2.199)  0.32
H (-1.858, 0.178, -0.907)  0.28
H (-1.301, -2.424, 0.129)  0.39
N (1.740, -0.124, -1.018)  -0.59
N (1.822, -0.629, 1.274)  -0.81
N (-0.245, 1.856, -0.473)  -0.55
O (-0.993, -1.606, -0.988)  -0.61

Results
total charge	0
HOMO-LUMO gap	8.8	eV
multiplicity	1
highest occupied orbital energy	-9.049	eV
relative energy (zero: lowest compared OMol25 entry of this formula, charge and spin)	189.0	kcal/mol


[2]
Here is a structure of composition C30H31BrN5O4Pd at a distorted geometry from OMol25. Energies are from wB97M-V/def2-TZVPD.

Last column: Mulliken charge in e.
Geometry (Å):
Pd (0.162, -0.028, 0.100)  0.43
C (5.619, 1.963, 4.166)  -1.63
C (4.695, 1.497, 3.074)  0.17
C (5.096, 1.452, 1.766)  -0.78
C (4.213, 1.085, 0.723)  0.79
C (4.731, 1.086, -0.580)  -0.77
N (4.076, 1.211, -1.716)  -0.02
C (2.730, 1.725, -1.867)  0.40
C (2.676, 2.920, -2.823)  -1.06
C (1.425, 3.745, -2.532)  -0.37
N (1.537, 4.462, -1.260)  0.06
C (0.507, 4.871, -0.546)  -0.79
C (-0.756, 4.248, -0.470)  1.21
C (-1.885, 5.086, -0.434)  -0.84
C (-3.167, 4.587, -0.502)  0.35
C (-4.357, 5.504, -0.598)  -1.63
C (-3.322, 3.205, -0.482)  -0.82
C (-2.252, 2.313, -0.348)  0.01
C (-2.601, 0.945, -0.039)  -0.29
N (-1.839, -0.061, 0.168)  0.07
C (-2.401, -1.204, 0.874)  -0.84
C (-1.755, -1.356, 2.277)  -0.23
C (-1.215, -0.053, 2.886)  -1.33
N (0.038, 0.345, 2.264)  0.53
C (1.127, 0.399, 2.912)  -0.49
C (2.449, 0.736, 2.407)  0.57
C (3.373, 1.131, 3.364)  -0.64
C (2.864, 0.640, 1.029)  1.01
O (2.199, 0.102, 0.102)  -0.70
C (-0.907, 2.811, -0.370)  0.34
O (0.127, 2.094, -0.208)  -0.37
H (6.624, 2.133, 3.784)  0.36
H (5.676, 1.234, 4.975)  0.38
H (5.256, 2.899, 4.595)  0.33
H (6.111, 1.738, 1.510)  0.38
H (5.809, 1.015, -0.685)  0.45
H (4.580, 1.015, -2.568)  0.33
H (2.387, 2.069, -0.898)  -0.09
H (2.055, 0.939, -2.210)  0.15
H (2.659, 2.600, -3.865)  0.46
H (3.561, 3.547, -2.673)  0.36
H (0.550, 3.100, -2.498)  0.14
H (1.280, 4.481, -3.327)  0.48
H (2.377, 5.020, -1.179)  0.31
H (0.640, 5.813, -0.023)  0.49
H (-1.727, 6.160, -0.438)  0.45
H (-4.143, 6.364, -1.230)  0.39
H (-4.641, 5.872, 0.390)  0.32
H (-5.212, 4.978, -1.019)  0.39
H (-4.322, 2.789, -0.531)  0.45
H (-3.675, 0.787, 0.110)  0.20
H (-2.222, -2.112, 0.300)  0.17
H (-3.483, -1.073, 0.982)  0.40
H (-0.925, -2.057, 2.236)  0.02
H (-2.508, -1.773, 2.947)  0.58
H (-1.075, -0.202, 3.963)  0.55
H (-1.933, 0.761, 2.747)  0.31
H (1.091, 0.226, 3.994)  0.26
H (3.051, 1.167, 4.399)  0.51
Br (-1.528, -7.215, -1.495)  -0.18
C (-0.162, -6.288, -0.570)  -0.11
C (0.857, -7.000, 0.047)  -0.15
N (1.834, -6.402, 0.715)  -0.61
C (1.817, -5.081, 0.817)  -0.24
C (0.836, -4.286, 0.229)  0.29
C (-0.176, -4.907, -0.488)  -0.30
C (0.848, -2.805, 0.477)  0.59
O (1.384, -2.391, 1.509)  -0.61
O (0.223, -2.080, -0.392)  -0.88
H (0.884, -8.083, 0.010)  0.38
H (2.600, -4.618, 1.403)  0.49
H (-0.960, -4.327, -0.957)  0.46

Results
total charge	+1
HOMO-LUMO gap (spin up / spin down)	5.6 / 6.5	eV
multiplicity	3
highest occupied orbital energy (spin up / spin down)	-9.438 / -10.421	eV


[3]
Here is the molecule C8H11NO3 at a distorted geometry from OMol25. Energies are from wB97M-V/def2-TZVPD.

Last column: Mulliken charge in e.
Geometry (Å):
C (-1.984, -0.735, 0.588)  -1.82
C (-0.569, -0.703, 0.287)  1.74
O (-0.176, -1.916, -0.293)  -0.59
C (0.210, -0.657, 1.645)  -0.92
C (1.508, -0.354, 1.697)  -0.24
C (2.222, 0.113, 0.489)  -0.74
C (1.479, 0.440, -0.588)  -0.75
C (0.037, 0.370, -0.656)  0.82
C (-0.503, 0.448, -2.075)  -1.70
N (-0.262, 1.803, 0.029)  1.03
O (-0.625, 1.700, 1.164)  -0.58
O (0.087, 2.779, -0.592)  -0.67
H (-2.642, -0.499, -0.193)  0.30
H (-2.203, -0.266, 1.431)  0.53
H (-2.110, -1.843, 0.941)  0.40
H (0.383, -1.775, -1.051)  0.44
H (-0.292, -1.102, 2.519)  0.37
H (2.122, -0.546, 2.578)  0.41
H (3.281, 0.275, 0.715)  0.38
H (1.767, 1.168, -1.344)  0.39
H (-1.491, 0.091, -2.114)  0.34
H (0.148, -0.236, -2.664)  0.38
H (-0.385, 1.445, -2.513)  0.46

Results
total charge	0
HOMO-LUMO gap	8.7	eV
multiplicity	1
SMILES	C[C@]1(O)C=CC=C[C@]1(C)[N+](=O)[O-]
highest occupied orbital energy	-8.723	eV
relative energy (zero: lowest compared OMol25 entry of this formula, charge and spin)	124.3	kcal/mol


[4]
Here is the molecule C5H10O from OMol25. Energies are from wB97M-V/def2-TZVPD.

Last column: Mulliken charge in e.
Geometry (Å):
O (-2.235, -1.057, 1.058)  -0.51
C (-1.134, -0.196, 1.283)  -0.55
C (-0.457, 0.228, -0.004)  0.06
C (0.774, 1.158, 0.052)  -0.71
C (1.392, 0.337, -1.102)  -0.51
C (0.420, -0.810, -0.751)  -0.66
H (-2.041, -1.586, 0.274)  0.31
H (-1.528, 0.678, 1.815)  0.29
H (-0.388, -0.676, 1.941)  0.29
H (-1.210, 0.653, -0.682)  0.25
H (1.335, 1.030, 0.986)  0.25
H (0.601, 2.226, -0.111)  0.32
H (1.151, 0.776, -2.075)  0.23
H (2.465, 0.130, -1.067)  0.31
H (0.874, -1.512, -0.039)  0.25
H (-0.019, -1.378, -1.578)  0.36

Results
total charge	0
HOMO-LUMO gap	11.3	eV
multiplicity	1
SMILES	OCC1CCC1
highest occupied orbital energy	-10.214	eV
relative energy (zero: lowest compared OMol25 entry of this formula, charge and spin)	24.4	kcal/mol


[5]
Here is a structure of composition C40H34FeGeN4OS2 at a distorted geometry from OMol25. Energies are from wB97M-V/def2-TZVPD.

Last column: Mulliken charge in e.
Geometry (Å):
Fe (-1.207, 0.340, -0.201)  1.01
C (2.233, -0.516, 2.162)  -1.93
C (0.785, -0.487, 1.754)  0.82
N (0.305, 0.534, 1.101)  0.87
N (1.154, 1.625, 0.932)  -1.05
C (1.015, 2.262, -0.165)  0.43
S (-0.050, 1.737, -1.468)  -0.33
S (1.890, 3.734, -0.499)  -0.08
C (2.254, 4.405, 1.165)  -1.33
C (3.396, 3.769, 1.921)  0.94
C (4.710, 3.982, 1.513)  -0.43
C (5.771, 3.457, 2.238)  -0.57
C (5.528, 2.708, 3.384)  -0.47
C (4.219, 2.482, 3.791)  -0.56
C (3.160, 3.011, 3.063)  -0.26
C (-0.079, -1.621, 2.098)  0.78
C (0.461, -2.678, 2.868)  -1.11
C (-0.320, -3.695, 3.351)  -1.08
C (-1.698, -3.679, 3.096)  -0.45
C (-2.252, -2.679, 2.333)  -0.59
C (-1.460, -1.664, 1.786)  0.71
O (-2.046, -0.801, 0.968)  -0.89
H (2.724, 0.403, 1.872)  0.38
H (2.723, -1.353, 1.657)  0.37
H (2.344, -0.650, 3.239)  0.45
H (1.324, 4.358, 1.725)  0.44
H (2.480, 5.444, 0.932)  0.54
H (4.906, 4.573, 0.622)  0.37
H (6.789, 3.647, 1.918)  0.38
H (6.356, 2.313, 3.962)  0.40
H (4.021, 1.903, 4.689)  0.42
H (2.139, 2.845, 3.390)  0.27
H (1.521, -2.689, 3.089)  0.44
H (0.125, -4.493, 3.931)  0.45
H (-2.332, -4.465, 3.496)  0.44
H (-3.311, -2.667, 2.098)  0.52
C (-4.264, 4.096, 2.606)  -0.40
C (-4.611, 4.461, 1.306)  -0.70
C (-4.180, 3.705, 0.232)  -0.42
C (-3.399, 2.571, 0.455)  0.24
C (-3.026, 2.225, 1.746)  -0.10
C (-3.467, 2.984, 2.821)  -0.99
N (-2.951, 1.710, -0.615)  0.82
N (-3.255, 2.087, -1.719)  -0.83
C (-2.798, 1.366, -2.846)  -0.94
C (-2.749, 2.087, -4.027)  -0.29
C (-2.197, 1.522, -5.169)  -0.68
C (-1.707, 0.227, -5.140)  -0.77
C (-1.818, -0.527, -3.977)  -0.41
C (-2.389, 0.034, -2.838)  -0.01
H (-4.622, 4.677, 3.448)  0.41
H (-5.223, 5.337, 1.134)  0.39
H (-4.430, 3.977, -0.783)  0.44
H (-2.404, 1.353, 1.904)  0.69
H (-3.189, 2.700, 3.829)  0.42
H (-3.119, 3.106, -4.025)  0.49
H (-2.145, 2.101, -6.083)  0.40
H (-1.271, -0.209, -6.031)  0.46
H (-1.465, -1.549, -3.974)  0.46
Ge (-0.179, -1.641, -1.043)  0.41
C (-1.102, -3.336, -1.254)  0.85
C (-0.433, -4.488, -0.827)  -0.41
C (-1.013, -5.739, -0.977)  -0.96
C (-2.274, -5.857, -1.548)  -0.51
C (-2.960, -4.716, -1.947)  -0.86
C (-2.387, -3.462, -1.785)  0.26
C (1.576, -1.786, -1.837)  0.93
C (2.464, -2.815, -1.496)  -0.14
C (3.721, -2.874, -2.078)  -0.88
C (4.110, -1.904, -2.996)  -0.48
C (3.242, -0.871, -3.328)  -0.89
C (1.982, -0.806, -2.747)  0.01
H (-2.617, -0.562, -1.958)  1.09
H (0.542, -4.419, -0.364)  0.25
H (-0.477, -6.622, -0.650)  0.44
H (-2.723, -6.834, -1.677)  0.40
H (-3.949, -4.800, -2.384)  0.44
H (-2.962, -2.601, -2.084)  0.36
H (2.188, -3.570, -0.772)  0.20
H (4.398, -3.678, -1.814)  0.43
H (5.093, -1.954, -3.451)  0.40
H (3.548, -0.108, -4.033)  0.45
H (1.317, 0.003, -3.011)  0.19

Results
total charge	+1
HOMO-LUMO gap (spin up / spin down)	6.4 / 6.5	eV
multiplicity	2
highest occupied orbital energy (spin up / spin down)	-10.718 / -10.588	eV
relative energy (zero: lowest compared OMol25 entry of this formula, charge and spin)	28.1	kcal/mol


Copy entry 3 word for word.
Here is the molecule C8H11NO3 at a distorted geometry from OMol25. Energies are from wB97M-V/def2-TZVPD.

Last column: Mulliken charge in e.
Geometry (Å):
C (-1.984, -0.735, 0.588)  -1.82
C (-0.569, -0.703, 0.287)  1.74
O (-0.176, -1.916, -0.293)  -0.59
C (0.210, -0.657, 1.645)  -0.92
C (1.508, -0.354, 1.697)  -0.24
C (2.222, 0.113, 0.489)  -0.74
C (1.479, 0.440, -0.588)  -0.75
C (0.037, 0.370, -0.656)  0.82
C (-0.503, 0.448, -2.075)  -1.70
N (-0.262, 1.803, 0.029)  1.03
O (-0.625, 1.700, 1.164)  -0.58
O (0.087, 2.779, -0.592)  -0.67
H (-2.642, -0.499, -0.193)  0.30
H (-2.203, -0.266, 1.431)  0.53
H (-2.110, -1.843, 0.941)  0.40
H (0.383, -1.775, -1.051)  0.44
H (-0.292, -1.102, 2.519)  0.37
H (2.122, -0.546, 2.578)  0.41
H (3.281, 0.275, 0.715)  0.38
H (1.767, 1.168, -1.344)  0.39
H (-1.491, 0.091, -2.114)  0.34
H (0.148, -0.236, -2.664)  0.38
H (-0.385, 1.445, -2.513)  0.46

Results
total charge	0
HOMO-LUMO gap	8.7	eV
multiplicity	1
SMILES	C[C@]1(O)C=CC=C[C@]1(C)[N+](=O)[O-]
highest occupied orbital energy	-8.723	eV
relative energy (zero: lowest compared OMol25 entry of this formula, charge and spin)	124.3	kcal/mol


Which formula does entry 1 have?
C4H9N3O